Entry one
Density functional theory data (ωB97M-V/def2-TZVPD) for a 8-piece molecular cluster, C72H152N8O8 overall.

```
! RIJCOSX wB97M-V def2-TZVPD def2/J DEFGRID3
* xyz 0 1
C 4.929 14.860 5.168
C 4.143 13.821 5.996
C 4.862 13.414 7.391
C 2.803 14.495 6.237
C 1.700 13.595 6.668
C 1.557 12.449 5.692
C 2.900 11.677 5.321
C 3.177 10.602 6.424
C 2.713 10.842 4.054
N 4.039 12.737 5.027
O 5.317 12.027 4.935
H 5.426 14.457 4.286
H 4.318 15.689 4.811
H 5.737 15.346 5.716
H 4.163 13.118 8.173
H 5.686 12.712 7.257
H 5.470 14.296 7.593
H 2.967 15.211 7.042
H 2.422 15.202 5.499
H 1.920 13.174 7.649
H 0.772 14.110 6.916
H 1.151 12.838 4.759
H 0.771 11.783 6.047
H 3.176 11.006 7.436
H 4.101 10.081 6.174
H 2.408 9.830 6.410
H 1.824 10.222 3.939
H 3.522 10.178 3.753
H 2.853 11.598 3.281
H 5.453 12.046 3.985
C 8.391 8.504 -5.089
C 7.904 7.197 -4.467
C 8.686 6.010 -5.048
C 8.242 7.100 -2.950
C 7.565 5.908 -2.287
C 6.065 6.046 -2.585
C 5.619 6.020 -4.057
C 5.680 4.575 -4.485
C 4.105 6.499 -4.173
N 6.470 6.980 -4.768
O 6.114 6.985 -6.160
H 8.220 8.475 -6.165
H 7.817 9.404 -4.868
H 9.436 8.741 -4.890
H 8.644 6.071 -6.136
H 9.736 6.078 -4.765
H 8.311 5.035 -4.736
H 9.273 6.835 -2.714
H 7.788 7.956 -2.452
H 7.945 4.919 -2.541
H 7.639 6.047 -1.208
H 5.581 6.869 -2.060
H 5.784 5.076 -2.175
H 4.867 4.045 -3.989
H 6.642 4.123 -4.244
H 5.557 4.434 -5.559
H 4.085 7.526 -3.808
H 3.480 5.885 -3.524
H 3.697 6.513 -5.184
H 5.938 7.923 -6.263
C 7.673 -11.007 3.392
C 6.978 -11.772 2.237
C 6.648 -13.182 2.630
C 5.652 -10.928 1.875
C 5.882 -9.751 1.047
C 6.668 -10.249 -0.232
C 7.488 -11.586 -0.207
C 6.502 -12.753 -0.666
C 8.679 -11.429 -1.204
N 7.926 -11.739 1.129
O 9.029 -12.571 1.170
H 8.344 -11.708 3.889
H 8.190 -10.083 3.134
H 6.852 -10.863 4.095
H 6.072 -13.396 3.530
H 6.171 -13.649 1.768
H 7.607 -13.626 2.896
H 4.883 -11.534 1.395
H 5.132 -10.463 2.712
H 4.908 -9.438 0.671
H 6.567 -9.063 1.543
H 7.484 -9.570 -0.482
H 5.938 -10.175 -1.039
H 6.284 -12.662 -1.730
H 5.604 -12.807 -0.051
H 7.083 -13.670 -0.568
H 9.090 -12.400 -1.478
H 9.518 -10.797 -0.912
H 8.436 -11.152 -2.230
H 9.719 -12.014 1.537
C -2.776 -15.552 2.789
C -1.498 -14.642 3.022
C -0.297 -15.361 3.754
C -0.897 -14.157 1.677
C -1.589 -12.994 0.985
C -1.899 -11.959 1.978
C -2.521 -12.341 3.325
C -2.477 -11.098 4.245
C -4.008 -12.716 3.000
N -1.860 -13.493 3.904
O -2.283 -13.926 5.181
H -3.214 -15.729 3.771
H -3.535 -15.331 2.038
H -2.525 -16.479 2.274
H 0.172 -16.208 3.254
H 0.443 -14.612 4.033
H -0.717 -15.653 4.716
H 0.063 -13.721 1.955
H -0.712 -14.930 0.931
H -0.990 -12.630 0.150
H -2.438 -13.372 0.416
H -2.688 -11.385 1.491
H -1.030 -11.329 2.167
H -3.399 -10.979 4.814
H -2.581 -10.272 3.542
H -1.596 -10.922 4.862
H -4.274 -13.193 2.057
H -4.546 -11.770 2.951
H -4.538 -13.241 3.795
H -1.669 -13.573 5.829
C -8.723 1.213 -4.545
C -7.553 1.733 -3.657
C -8.097 2.684 -2.578
C -6.938 0.523 -2.790
C -5.962 -0.348 -3.527
C -4.930 0.404 -4.336
C -5.390 1.571 -5.235
C -4.184 2.497 -5.566
C -5.948 1.010 -6.603
N -6.462 2.366 -4.472
O -7.077 3.289 -5.227
H -9.295 0.449 -4.019
H -9.463 1.941 -4.876
H -8.253 0.768 -5.422
H -7.646 2.646 -1.587
H -8.047 3.711 -2.940
H -9.130 2.482 -2.294
H -6.637 0.848 -1.794
H -7.749 -0.164 -2.550
H -5.313 -0.990 -2.933
H -6.474 -0.900 -4.315
H -4.646 -0.324 -5.097
H -4.012 0.725 -3.842
H -4.491 3.412 -6.073
H -3.483 1.944 -6.192
H -3.670 2.880 -4.684
H -6.590 1.678 -7.178
H -6.562 0.113 -6.524
H -5.097 0.699 -7.209
H -6.995 4.052 -4.651
C -1.745 1.688 2.153
C -0.888 0.857 3.078
C -0.477 1.601 4.434
C -1.638 -0.496 3.363
C -0.884 -1.728 4.082
C 0.151 -1.934 2.935
C 1.091 -0.719 2.628
C 2.102 -0.565 3.729
C 1.775 -1.190 1.405
N 0.305 0.500 2.272
O 1.038 1.588 1.934
H -1.870 1.144 1.217
H -2.689 1.982 2.610
H -1.312 2.638 1.837
H -0.503 2.686 4.338
H -1.263 1.433 5.170
H 0.484 1.280 4.835
H -2.401 -0.145 4.057
H -2.020 -0.914 2.431
H -0.393 -1.374 4.988
H -1.606 -2.515 4.298
H -0.247 -2.481 2.080
H 0.804 -2.744 3.258
H 2.268 0.480 3.992
H 3.097 -1.002 3.647
H 1.577 -1.009 4.576
H 1.082 -1.072 0.572
H 1.964 -2.229 1.674
H 2.654 -0.635 1.077
H 0.412 2.110 1.427
C 2.183 -4.191 -6.869
C 1.544 -5.399 -7.626
C 0.434 -6.022 -6.882
C 0.948 -4.908 -8.985
C 0.611 -6.085 -9.942
C 1.929 -6.943 -10.116
C 2.633 -7.444 -8.888
C 1.909 -8.751 -8.402
C 4.088 -7.789 -9.251
N 2.665 -6.365 -7.903
O 3.345 -6.810 -6.781
H 2.012 -4.187 -5.792
H 3.242 -4.032 -7.073
H 1.648 -3.271 -7.105
H -0.281 -6.431 -7.596
H 0.858 -6.908 -6.411
H -0.011 -5.315 -6.181
H -0.030 -4.437 -8.895
H 1.615 -4.155 -9.407
H -0.261 -6.692 -9.694
H 0.458 -5.921 -11.008
H 2.509 -6.183 -10.638
H 1.761 -7.798 -10.771
H 0.847 -8.551 -8.541
H 1.962 -9.200 -7.410
H 2.275 -9.547 -9.051
H 4.028 -8.588 -9.991
H 4.639 -8.008 -8.337
H 4.445 -6.940 -9.834
H 2.704 -7.504 -6.613
C -9.476 8.641 3.539
C -9.766 10.068 3.876
C -8.581 10.575 4.862
C -9.637 10.914 2.522
C -10.222 12.280 2.670
C -11.585 12.201 3.316
C -11.826 11.383 4.601
C -11.329 12.242 5.828
C -13.392 11.104 4.909
N -11.117 10.140 4.512
O -11.314 9.138 5.559
H -9.812 7.930 4.294
H -9.900 8.404 2.563
H -8.412 8.445 3.408
H -8.642 11.642 5.074
H -8.820 10.243 5.872
H -7.625 10.149 4.557
H -8.624 10.929 2.119
H -10.168 10.384 1.731
H -9.510 12.767 3.337
H -10.459 12.854 1.775
H -12.358 11.911 2.605
H -11.845 13.203 3.659
H -10.290 12.524 5.658
H -11.281 11.701 6.773
H -11.972 13.117 5.916
H -13.634 10.416 5.719
H -13.958 10.676 4.081
H -13.897 12.052 5.096
H -11.995 8.611 5.134
*
```

Entry two
Density functional theory data (ωB97M-V/def2-TZVPD) for a 8-piece molecular cluster, C72H152N8O8 overall.

```
! RIJCOSX wB97M-V def2-TZVPD def2/J DEFGRID3
* xyz 0 1
C 2.148 -6.523 0.126
C 3.641 -6.045 0.451
C 3.904 -4.955 -0.546
C 3.580 -5.477 1.874
C 3.421 -6.657 2.879
C 4.549 -7.686 2.658
C 4.521 -8.236 1.207
C 5.853 -9.129 0.958
C 3.302 -9.140 0.975
N 4.633 -7.098 0.299
O 4.569 -7.524 -1.108
H 2.040 -6.959 -0.882
H 1.811 -7.304 0.790
H 1.406 -5.714 0.138
H 3.780 -5.310 -1.585
H 3.258 -4.109 -0.348
H 4.903 -4.554 -0.446
H 4.481 -4.864 2.020
H 2.716 -4.827 1.987
H 3.500 -6.283 3.889
H 2.390 -7.044 2.846
H 4.385 -8.504 3.319
H 5.552 -7.353 2.938
H 6.634 -8.369 0.933
H 5.799 -9.600 -0.035
H 6.126 -9.819 1.775
H 2.386 -8.823 1.490
H 3.581 -10.132 1.388
H 3.131 -9.300 -0.123
H 5.441 -7.175 -1.386
C -2.108 -2.321 5.811
C -1.945 -3.386 6.848
C -1.919 -2.757 8.301
C -3.189 -4.312 6.812
C -3.170 -5.293 5.662
C -1.853 -6.061 5.564
C -0.547 -5.157 5.557
C 0.704 -6.007 5.884
C -0.275 -4.460 4.199
N -0.683 -4.206 6.705
O 0.512 -3.451 6.860
H -2.547 -2.706 4.898
H -2.825 -1.587 6.140
H -1.098 -1.886 5.652
H -1.664 -3.596 8.989
H -1.072 -2.082 8.374
H -2.901 -2.358 8.597
H -3.271 -4.870 7.755
H -4.066 -3.662 6.722
H -4.040 -5.919 5.751
H -3.323 -4.741 4.727
H -1.784 -6.610 4.616
H -1.790 -6.743 6.376
H 0.435 -6.525 6.796
H 1.536 -5.341 6.006
H 0.915 -6.713 5.049
H 0.595 -3.803 4.285
H -1.113 -3.827 3.894
H -0.178 -5.208 3.418
H 0.542 -2.814 6.137
C -3.637 1.733 0.201
C -3.903 1.935 1.776
C -4.928 3.104 1.998
C -4.440 0.675 2.386
C -4.484 0.715 3.904
C -3.112 1.031 4.543
C -2.514 2.352 3.951
C -3.377 3.488 4.573
C -1.053 2.382 4.368
N -2.614 2.204 2.465
O -2.051 3.432 1.914
H -3.378 2.701 -0.232
H -2.821 1.053 0.116
H -4.531 1.290 -0.249
H -4.377 4.037 1.868
H -5.671 3.052 1.191
H -5.420 3.043 2.979
H -5.434 0.485 1.950
H -3.780 -0.116 2.037
H -5.285 1.399 4.229
H -4.720 -0.287 4.221
H -2.402 0.220 4.308
H -3.154 1.095 5.619
H -3.080 3.566 5.608
H -4.440 3.282 4.558
H -3.185 4.448 4.107
H -0.968 2.216 5.443
H -0.478 3.297 4.143
H -0.589 1.487 4.003
H -1.193 3.145 1.572
C 0.193 5.655 0.113
C -0.803 5.894 -1.032
C -1.903 4.836 -1.060
C -1.446 7.292 -0.894
C -2.200 7.783 -2.159
C -1.159 7.860 -3.241
C -0.497 6.513 -3.615
C -1.516 5.660 -4.370
C 0.696 6.784 -4.490
N -0.025 5.864 -2.331
O 0.576 4.600 -2.481
H -0.339 5.672 1.061
H 0.742 4.721 -0.046
H 0.934 6.495 0.112
H -2.501 4.855 -0.151
H -2.648 4.889 -1.847
H -1.514 3.823 -1.108
H -2.147 7.269 -0.075
H -0.661 8.025 -0.739
H -3.050 7.168 -2.402
H -2.637 8.757 -1.921
H -0.372 8.558 -2.883
H -1.592 8.318 -4.119
H -1.861 6.130 -5.294
H -2.457 5.528 -3.802
H -1.038 4.721 -4.666
H 1.348 7.448 -3.941
H 0.453 7.246 -5.483
H 1.241 5.853 -4.721
H -0.185 4.069 -2.794
C -4.663 -4.924 -0.087
C -4.368 -3.466 0.330
C -4.095 -3.440 1.855
C -3.071 -2.972 -0.378
C -3.374 -2.747 -1.865
C -4.528 -1.737 -2.032
C -5.858 -2.183 -1.330
C -6.820 -0.911 -1.273
C -6.475 -3.350 -2.165
N -5.487 -2.555 0.037
O -6.672 -3.134 0.738
H -4.373 -5.207 -1.112
H -4.042 -5.540 0.563
H -5.704 -5.130 0.103
H -4.667 -4.122 2.485
H -3.046 -3.650 2.047
H -4.327 -2.413 2.173
H -2.786 -2.044 0.122
H -2.260 -3.698 -0.201
H -2.521 -2.353 -2.443
H -3.611 -3.690 -2.366
H -4.769 -1.663 -3.072
H -4.221 -0.728 -1.649
H -6.384 -0.206 -0.547
H -7.815 -1.233 -1.025
H -6.842 -0.405 -2.236
H -6.700 -2.975 -3.160
H -7.373 -3.586 -1.595
H -5.824 -4.213 -2.241
H -6.822 -2.461 1.438
C 1.114 2.025 -7.049
C 0.951 0.467 -7.016
C 0.880 -0.072 -8.487
C 2.134 -0.115 -6.190
C 1.930 0.252 -4.744
C 0.620 -0.360 -4.269
C -0.623 0.217 -4.976
C -1.892 -0.607 -4.723
C -0.803 1.661 -4.506
N -0.341 0.071 -6.408
O -1.410 0.770 -7.226
H 0.105 2.422 -7.116
H 1.604 2.413 -6.154
H 1.660 2.326 -7.920
H 0.352 0.606 -9.137
H 1.915 -0.227 -8.843
H 0.456 -1.093 -8.404
H 2.133 -1.208 -6.335
H 3.034 0.337 -6.624
H 2.839 -0.061 -4.201
H 1.831 1.312 -4.663
H 0.479 -0.276 -3.204
H 0.601 -1.411 -4.563
H -1.652 -1.652 -4.778
H -2.635 -0.416 -5.479
H -2.232 -0.352 -3.707
H -1.689 2.001 -5.031
H 0.006 2.324 -4.706
H -0.953 1.635 -3.408
H -1.711 -0.055 -7.608
C 5.395 5.909 -0.058
C 4.716 6.446 -1.391
C 3.656 7.478 -0.931
C 5.821 7.139 -2.273
C 6.756 6.096 -2.968
C 5.974 5.067 -3.775
C 4.884 4.385 -2.916
C 3.916 3.620 -3.886
C 5.595 3.315 -1.949
N 4.115 5.343 -2.168
O 3.166 4.672 -1.243
H 5.605 6.750 0.603
H 4.703 5.232 0.480
H 6.312 5.326 -0.251
H 4.208 8.336 -0.561
H 2.980 7.739 -1.720
H 3.056 7.058 -0.102
H 5.272 7.624 -3.108
H 6.390 7.925 -1.727
H 7.449 6.628 -3.625
H 7.369 5.559 -2.239
H 6.666 4.314 -4.122
H 5.520 5.446 -4.662
H 4.513 3.052 -4.596
H 3.368 4.370 -4.493
H 3.231 2.926 -3.360
H 4.848 2.939 -1.218
H 6.368 3.846 -1.362
H 5.977 2.431 -2.462
H 2.284 4.901 -1.565
C 1.737 2.676 1.749
C 1.784 1.407 0.976
C 1.724 1.641 -0.525
C 3.142 0.717 1.375
C 3.258 -0.704 0.978
C 2.155 -1.487 1.652
C 0.780 -0.958 1.179
C 0.523 -1.268 -0.294
C -0.293 -1.590 2.078
N 0.665 0.527 1.455
O -0.539 1.105 0.897
H 1.681 2.420 2.803
H 2.605 3.272 1.536
H 0.879 3.276 1.426
H 2.608 2.229 -0.793
H 1.708 0.727 -1.130
H 0.826 2.223 -0.764
H 3.939 1.324 0.939
H 3.261 0.747 2.479
H 3.105 -0.766 -0.105
H 4.192 -1.226 1.158
H 2.208 -1.426 2.760
H 2.221 -2.553 1.376
H -0.240 -0.596 -0.700
H 0.183 -2.292 -0.327
H 1.453 -1.199 -0.855
H -0.288 -2.700 2.010
H -1.327 -1.329 1.822
H -0.092 -1.302 3.128
H -1.106 1.203 1.682
*
```

Entry three
Density functional theory data (ωB97M-V/def2-TZVPD) for a 8-piece molecular cluster, C72H152N8O8 overall.

```
! RIJCOSX wB97M-V def2-TZVPD def2/J DEFGRID3
* xyz 0 1
C -10.772 29.025 8.454
C -9.304 29.678 8.543
C -8.392 28.622 8.034
C -9.227 30.935 7.602
C -9.813 32.150 8.178
C -9.170 32.530 9.500
C -9.278 31.354 10.483
C -8.414 31.721 11.688
C -10.760 31.178 11.045
N -8.813 30.159 9.862
O -8.843 29.096 10.750
H -10.826 28.236 9.127
H -11.570 29.733 8.630
H -10.937 28.689 7.412
H -8.584 28.451 6.982
H -7.344 28.917 8.170
H -8.509 27.664 8.564
H -8.235 31.120 7.268
H -9.801 30.692 6.703
H -9.653 32.967 7.449
H -10.863 31.929 8.377
H -9.609 33.442 9.930
H -8.092 32.615 9.249
H -8.228 30.834 12.299
H -8.963 32.476 12.271
H -7.453 32.144 11.317
H -11.389 32.042 11.071
H -10.767 30.845 12.094
H -11.450 30.527 10.469
H -9.708 29.111 11.243
C -7.476 24.734 5.358
C -6.876 23.513 4.570
C -6.459 24.078 3.168
C -5.575 23.103 5.251
C -5.056 21.700 4.848
C -6.244 20.747 5.098
C -7.468 21.016 4.224
C -7.278 20.793 2.703
C -8.613 20.114 4.790
N -7.813 22.419 4.557
O -8.926 22.832 3.796
H -7.666 24.275 6.352
H -6.808 25.518 5.359
H -8.413 25.036 4.900
H -5.826 24.927 3.302
H -5.760 23.395 2.713
H -7.321 24.334 2.563
H -4.894 23.862 5.061
H -5.644 22.955 6.340
H -4.704 21.593 3.796
H -4.283 21.434 5.517
H -6.571 20.682 6.128
H -5.885 19.765 4.869
H -7.329 19.717 2.477
H -6.339 21.184 2.277
H -7.946 21.418 2.178
H -9.388 20.139 4.043
H -8.939 20.408 5.821
H -8.339 19.086 4.946
H -9.364 23.377 4.457
C -5.752 32.541 -2.392
C -7.003 32.051 -1.584
C -6.464 31.595 -0.172
C -7.941 33.295 -1.336
C -8.737 33.563 -2.560
C -9.608 32.423 -2.912
C -8.768 31.186 -3.234
C -9.640 29.938 -3.276
C -7.989 31.233 -4.521
N -7.840 30.962 -2.088
O -6.827 30.004 -2.380
H -5.245 31.810 -2.998
H -6.002 33.342 -3.037
H -5.064 33.069 -1.690
H -7.123 30.950 0.409
H -5.502 31.064 -0.249
H -6.304 32.429 0.488
H -8.601 33.174 -0.480
H -7.356 34.188 -1.005
H -9.257 34.456 -2.372
H -8.002 33.821 -3.393
H -10.150 32.441 -3.871
H -10.209 32.241 -2.053
H -10.081 29.822 -2.321
H -8.983 29.103 -3.472
H -10.428 30.053 -4.051
H -8.633 31.566 -5.376
H -7.500 30.324 -4.754
H -7.260 32.067 -4.538
H -7.233 29.163 -2.154
C -11.456 21.322 -1.856
C -10.498 21.224 -0.621
C -11.208 21.827 0.581
C -10.215 19.719 -0.224
C -9.215 19.019 -1.153
C -7.925 19.770 -1.221
C -8.091 21.224 -1.703
C -6.786 22.056 -1.532
C -8.663 21.269 -3.153
N -9.121 21.881 -0.820
O -9.419 23.192 -1.344
H -11.458 20.487 -2.572
H -12.444 21.423 -1.416
H -11.383 22.226 -2.375
H -12.106 21.231 0.814
H -10.555 21.799 1.463
H -11.514 22.866 0.434
H -9.884 19.716 0.850
H -11.176 19.226 -0.277
H -9.045 18.030 -0.752
H -9.641 18.909 -2.179
H -7.104 19.249 -1.739
H -7.552 19.863 -0.163
H -6.904 23.061 -1.890
H -5.973 21.497 -2.025
H -6.512 22.055 -0.466
H -9.545 20.620 -3.352
H -7.887 20.840 -3.809
H -8.806 22.305 -3.386
H -8.974 23.848 -0.827
C -13.260 33.496 6.792
C -14.036 32.317 6.107
C -14.385 32.785 4.676
C -13.035 31.162 5.971
C -13.726 29.891 5.516
C -14.838 29.518 6.523
C -15.797 30.600 6.756
C -16.743 30.766 5.537
C -16.644 30.211 8.007
N -15.064 31.838 7.039
O -15.954 32.878 7.150
H -12.319 33.619 6.303
H -13.794 34.456 6.617
H -13.076 33.286 7.853
H -14.394 31.984 3.946
H -15.294 33.282 4.465
H -13.706 33.529 4.241
H -12.207 31.478 5.352
H -12.564 31.141 6.955
H -14.185 29.959 4.506
H -12.954 29.070 5.471
H -14.300 29.170 7.452
H -15.313 28.589 6.206
H -17.458 29.983 5.424
H -16.201 30.644 4.582
H -17.274 31.694 5.470
H -17.443 30.924 8.185
H -15.961 30.009 8.851
H -17.125 29.266 7.762
H -15.937 33.315 8.024
C -16.638 25.909 -3.013
C -15.438 25.762 -2.113
C -15.326 27.034 -1.105
C -15.456 24.398 -1.341
C -14.078 23.730 -1.228
C -12.920 24.803 -1.351
C -12.931 25.686 -2.639
C -12.032 26.908 -2.319
C -12.258 24.830 -3.713
N -14.255 25.956 -3.151
O -14.290 27.212 -3.678
H -16.588 26.846 -3.605
H -16.679 25.130 -3.742
H -17.589 25.901 -2.477
H -16.226 27.034 -0.457
H -14.316 27.030 -0.634
H -15.372 27.941 -1.696
H -15.774 24.708 -0.361
H -16.128 23.705 -1.799
H -14.053 23.138 -0.314
H -13.979 22.952 -2.031
H -11.917 24.294 -1.375
H -12.850 25.477 -0.502
H -11.166 26.678 -1.675
H -12.521 27.704 -1.727
H -11.661 27.379 -3.225
H -12.607 23.784 -3.809
H -11.211 24.848 -3.537
H -12.478 25.255 -4.693
H -14.321 27.060 -4.647
C -13.833 25.736 2.021
C -13.777 25.750 3.516
C -12.259 25.749 3.940
C -14.567 27.011 3.972
C -16.049 26.861 3.756
C -16.541 25.670 4.513
C -15.875 24.320 4.162
C -16.191 23.281 5.234
C -16.379 23.752 2.782
N -14.353 24.607 4.218
O -13.782 23.386 3.764
H -13.161 25.052 1.493
H -14.787 25.440 1.721
H -13.616 26.727 1.649
H -11.855 24.879 3.487
H -11.750 26.601 3.556
H -12.152 25.705 5.020
H -14.387 27.217 5.051
H -14.201 27.878 3.449
H -16.491 27.818 4.170
H -16.191 26.903 2.660
H -17.635 25.524 4.486
H -16.174 25.988 5.502
H -17.278 23.312 5.537
H -15.540 23.375 6.139
H -16.019 22.284 4.883
H -17.320 23.275 3.051
H -15.811 22.920 2.559
H -16.494 24.448 1.933
H -13.393 22.985 4.576
C -11.558 29.749 2.832
C -10.203 29.306 2.278
C -9.743 30.395 1.298
C -9.237 29.100 3.434
C -8.047 28.355 2.984
C -8.412 27.050 2.384
C -9.381 27.165 1.225
C -8.711 27.677 -0.063
C -9.862 25.778 0.980
N -10.507 28.012 1.687
O -11.549 28.026 0.635
H -11.416 30.575 3.540
H -12.170 29.994 2.025
H -12.076 28.940 3.466
H -8.622 30.445 1.221
H -10.122 30.178 0.304
H -10.183 31.376 1.586
H -8.834 29.988 3.899
H -9.822 28.543 4.143
H -7.377 29.026 2.368
H -7.390 28.108 3.810
H -8.727 26.370 3.146
H -7.510 26.571 1.991
H -9.310 27.635 -0.950
H -7.792 27.193 -0.320
H -8.374 28.688 -0.007
H -10.403 25.685 0.006
H -10.636 25.586 1.781
H -8.959 25.121 0.957
H -11.279 28.723 0.032
*
```

entry two wins, 91.4 kcal/mol ahead of the next structure.